Entry 1:
DFT (ωB97M-V with the def2-TZVPD basis set) results for the molecule C3H2N2O2 in a non-equilibrium geometry.

Last column: Mulliken charge in e.
Element x y z (Å)
O  0.42  -1.84  1.35  -0.530
O  -0.37  2.27  -0.32  -0.485
N  0.10  0.22  -1.40  -0.365
N  -0.47  0.22  0.83  -0.150
C  -0.24  1.05  -0.33  0.440
C  0.17  -1.01  0.51  0.409
C  0.41  -0.93  -0.89  0.022
H  -0.49  0.50  1.86  0.305
H  0.62  -1.64  -1.82  0.355

Values from the calculation:
Structure (SMILES)   O=C1C=NC(=O)N1
Charge   0
HOMO-LUMO gap   9.01 eV
E_LUMO   -1.742 eV
ΔE to the lowest compared entry with this formula, charge and spin   13.22 kcal per mole
DFT total energy   -375.49046 Eh
Strongest force on any atom   6.7 eV/A
Highest occupied orbital energy   -0.39508 Eh

---

Entry 2:
DFT (ωB97M-V with the def2-TZVPD basis set) results for C3H2N2O2 as an isolated structure in a non-equilibrium geometry.

Last column: Mulliken charge in e.
Element x y z (Å)
O  -0.50  0.56  -0.78  -0.364
O  -1.77  -0.41  -1.50  -0.355
N  2.18  0.88  0.58  -0.485
N  -0.46  -1.57  0.27  -0.399
C  0.60  -1.06  0.58  -0.031
C  -1.32  -0.41  -0.28  0.374
C  1.17  0.20  0.42  0.622
H  -1.99  -0.13  0.54  0.324
H  2.15  1.84  0.24  0.314

Values from the calculation:
Charge   0
HOMO-LUMO gap (alpha / beta)   7.92 / 7.35 eV
E_LUMO (alpha / beta)   -1.490 / -2.069 eV
ΔE to the lowest compared entry with this formula, charge and spin   164.31 kcal per mole
DFT total energy   -375.24968 Eh
Strongest force on any atom   1.1 eV/A
Highest occupied orbital energy (alpha / beta)   -0.34568 / -0.34607 Eh

---

Entry 3:
DFT (ωB97M-V with the def2-TZVPD basis set) results for the molecule C3H2N2O2 in a non-equilibrium geometry.

Last column: Mulliken charge in e.
Element x y z (Å)
O  2.35  0.69  -0.80  -0.350
O  0.71  -0.79  -0.17  -0.187
N  -2.25  0.77  0.42  -0.187
N  -1.37  -0.21  0.12  0.170
C  -0.14  0.25  -0.14  -0.286
C  2.03  -0.35  -0.35  0.221
C  -2.36  1.94  0.59  -0.001
H  -1.68  -1.16  0.31  0.296
H  2.70  -1.14  0.01  0.324

Values from the calculation:
Charge   0
HOMO-LUMO gap   10.29 eV
E_LUMO   0.364 eV
ΔE to the lowest compared entry with this formula, charge and spin   104.18 kcal per mole
DFT total energy   -375.34551 Eh
Strongest force on any atom   1.0 eV/A
Highest occupied orbital energy   -0.36483 Eh

---

Entry 4:
DFT (ωB97M-V with the def2-TZVPD basis set) results for the molecule C3H2N2O2 in a non-equilibrium geometry.

Last column: Mulliken charge in e.
Element x y z (Å)
O  -0.80  0.07  0.06  -0.268
O  -0.12  0.44  -2.09  -0.493
N  0.28  -0.48  1.93  0.055
N  1.60  0.07  0.11  -0.545
C  -0.98  0.29  -1.27  0.245
C  0.46  -0.08  0.61  0.345
C  0.07  -0.96  2.98  -0.063
H  -2.06  0.30  -1.46  0.356
H  1.54  0.33  -0.87  0.368

Values from the calculation:
Charge   0
HOMO-LUMO gap   11.44 eV
E_LUMO   0.028 eV
ΔE to the lowest compared entry with this formula, charge and spin   35.17 kcal per mole
DFT total energy   -375.45548 Eh
Strongest force on any atom   1.1 eV/A
Highest occupied orbital energy   -0.41929 Eh